{"formula": "C37H57BN6O7P3TaTe", "method": "the ωB97M-V functional and the def2-TZVPD basis", "species": ["Ta", "C", "C", "C", "C", "P", "C", "N", "B", "N", "C", "P", "C", "C", "C", "C", "C", "C", "C", "C", "C", "C", "C", "C", "C", "C", "C", "C", "C", "C", "H", "H", "H", "H", "H", "H", "H", "H", "H", "H", "H", "H", "H", "H", "H", "H", "H", "H", "H", "H", "H", "H", "H", "H", "H", "H", "H", "H", "H", "H", "H", "H", "H", "H", "H", "H", "H", "H", "H", "H", "H", "H", "H", "H", "O", "C", "O", "C", "C", "C", "N", "C", "C", "C", "O", "O", "H", "H", "H", "N", "C", "N", "C", "N", "C", "C", "O", "P", "O", "Te", "O", "C", "C", "H", "H", "H", "H", "H", "H", "H", "H", "H", "H"], "positions_angstrom": [[-0.366, 0.143, 0.288], [4.468, 3.021, 0.058], [2.962, 2.871, -0.235], [2.646, 3.601, -1.545], [2.229, 3.574, 0.918], [2.415, 1.065, -0.323], [3.378, 0.394, 1.087], [2.646, -0.669, 1.699], [1.229, -0.924, 1.625], [1.017, -1.898, 2.659], [-0.250, -2.295, 3.193], [-1.539, -1.817, 1.976], [-2.955, -1.333, 3.119], [-2.650, 0.074, 3.653], [-3.084, -2.255, 4.347], [-4.319, -1.386, 2.415], [-1.895, -3.407, 1.069], [-2.881, -3.132, -0.068], [-0.554, -3.902, 0.508], [-2.485, -4.521, 1.940], [2.210, -2.195, 3.303], [2.480, -3.047, 4.360], [3.795, -3.126, 4.805], [4.800, -2.368, 4.213], [4.526, -1.505, 3.158], [3.218, -1.434, 2.708], [3.232, 0.215, -1.786], [3.124, -1.299, -1.537], [2.483, 0.577, -3.068], [4.713, 0.542, -2.007], [4.719, 4.071, -0.104], [5.118, 2.428, -0.579], [4.708, 2.799, 1.097], [2.756, 4.676, -1.390], [1.621, 3.440, -1.878], [3.326, 3.311, -2.345], [2.775, 4.490, 1.147], [2.181, 2.974, 1.828], [1.226, 3.875, 0.632], [3.559, 1.195, 1.809], [4.360, 0.058, 0.737], [-0.441, -1.785, 4.141], [-0.293, -3.371, 3.393], [-1.834, 0.054, 4.377], [-3.539, 0.445, 4.166], [-2.385, 0.798, 2.889], [-2.175, -2.339, 4.937], [-3.424, -3.255, 4.092], [-3.839, -1.811, 4.998], [-4.336, -0.931, 1.427], [-5.053, -0.870, 3.033], [-4.651, -2.418, 2.301], [-2.571, -2.315, -0.715], [-3.872, -2.896, 0.312], [-2.959, -4.022, -0.696], [-0.021, -3.149, -0.071], [-0.755, -4.736, -0.166], [0.108, -4.253, 1.301], [-3.521, -4.323, 2.208], [-1.918, -4.711, 2.852], [-2.471, -5.442, 1.352], [1.698, -3.627, 4.833], [4.037, -3.782, 5.629], [5.813, -2.443, 4.585], [5.309, -0.906, 2.713], [2.102, -1.633, -1.369], [3.730, -1.616, -0.688], [3.502, -1.814, -2.424], [1.412, 0.451, -2.960], [2.822, -0.082, -3.870], [2.679, 1.604, -3.375], [5.337, 0.334, -1.137], [4.870, 1.574, -2.315], [5.073, -0.096, -2.818], [-0.326, 6.676, -1.958], [-1.427, 6.110, -2.075], [-2.532, 6.486, -2.472], [-1.313, 4.676, -1.592], [-1.053, 3.636, -2.483], [-0.707, 2.389, -2.013], [-0.608, 2.115, -0.707], [-0.967, 3.086, 0.159], [-1.337, 4.347, -0.225], [-0.864, 2.666, 1.598], [-1.349, 3.205, 2.544], [-0.129, 1.519, 1.677], [-1.077, 3.816, -3.549], [-0.455, 1.592, -2.695], [-1.588, 5.082, 0.528], [-2.416, 0.551, 0.467], [-3.418, 1.162, 0.587], [-4.499, 1.792, 0.643], [-5.306, 1.676, 1.693], [-6.044, 1.575, 2.573], [-0.170, 0.734, -5.898], [-0.048, -0.545, -5.109], [-0.479, -0.253, -3.756], [-1.030, -1.260, -2.664], [-0.146, -0.968, -1.334], [-1.072, -3.449, -3.368], [-2.341, -0.527, -2.163], [-3.359, 0.093, -2.997], [-3.877, -0.784, -4.107], [0.166, 0.566, -6.921], [0.445, 1.524, -5.466], [-1.203, 1.076, -5.932], [0.978, -0.907, -5.052], [-0.672, -1.350, -5.500], [-2.937, 1.029, -3.369], [-4.151, 0.337, -2.290], [-3.104, -1.063, -4.822], [-4.644, -0.223, -4.643], [-4.321, -1.701, -3.722]], "forces_ev_per_a": [[0.4, -0.1, 0.5], [0.0, 0.0, 0.0], [0.0, 0.0, -0.1], [0.0, 0.0, 0.0], [0.0, 0.0, -0.1], [0.0, -0.1, 0.2], [0.2, 0.1, 0.0], [-0.1, 0.0, 0.0], [0.4, -0.1, 0.1], [-0.2, 0.0, 0.0], [0.0, -0.1, 0.0], [0.1, 0.1, 0.2], [-0.1, -0.1, 0.0], [0.0, 0.1, 0.0], [0.0, 0.0, 0.0], [0.0, -0.1, -0.1], [0.0, 0.0, -0.1], [0.0, 0.0, 0.0], [0.0, 0.0, 0.0], [0.0, 0.0, 0.0], [-0.1, 0.0, 0.0], [0.0, 0.0, 0.0], [0.0, 0.0, 0.0], [0.0, 0.0, 0.0], [0.0, 0.0, 0.0], [0.1, 0.0, 0.0], [0.1, 0.0, 0.0], [0.0, 0.0, 0.0], [0.0, 0.1, 0.0], [0.0, 0.0, 0.0], [0.0, 0.0, 0.0], [-0.1, 0.1, 0.1], [0.0, 0.0, 0.0], [0.0, 0.0, 0.0], [0.0, 0.0, 0.0], [0.0, 0.0, 0.0], [0.0, 0.0, 0.0], [0.0, 0.0, 0.0], [0.0, 0.0, 0.0], [0.0, 0.0, 0.0], [0.0, 0.0, 0.0], [0.0, 0.0, -0.1], [0.0, 0.0, 0.0], [0.0, 0.0, 0.0], [0.0, 0.0, 0.0], [0.0, 0.0, 0.0], [0.1, 0.0, 0.0], [0.0, 0.0, 0.0], [0.0, 0.0, 0.0], [0.0, 0.0, 0.0], [0.0, 0.0, 0.0], [0.0, 0.0, 0.0], [0.0, 0.0, 0.1], [0.0, 0.0, 0.0], [0.0, 0.0, 0.0], [0.0, 0.0, 0.0], [0.0, 0.0, 0.0], [0.0, 0.0, 0.0], [0.0, 0.0, 0.0], [0.0, 0.0, 0.0], [0.0, 0.0, 0.0], [0.0, 0.0, 0.0], [0.0, 0.0, 0.0], [0.0, 0.0, 0.0], [0.0, 0.0, 0.0], [0.0, 0.0, 0.0], [0.0, 0.0, 0.0], [0.0, 0.0, 0.0], [0.0, 0.0, 0.0], [0.0, 0.0, 0.0], [0.0, 0.0, 0.0], [0.0, 0.0, 0.0], [0.0, 0.0, 0.0], [0.0, 0.0, 0.0], [0.2, 0.0, 0.0], [-0.3, 0.3, 0.1], [0.1, -0.1, -0.1], [0.0, -0.2, 0.1], [0.0, -0.1, 0.0], [0.1, 0.0, -0.2], [-0.2, 0.2, -0.2], [-0.1, 0.3, 0.2], [0.1, 0.0, -0.1], [0.3, -0.4, -0.1], [0.1, 0.1, -0.1], [-0.4, 0.1, 0.2], [0.0, 0.0, 0.0], [0.0, 0.0, 0.0], [0.0, 0.0, 0.0], [0.0, -0.1, -0.3], [-0.1, -0.2, 0.0], [0.2, 0.1, -0.1], [-0.1, -0.1, 0.0], [-0.1, 0.1, 0.1], [0.0, 0.0, -0.1], [0.0, -0.1, 0.1], [-0.1, 0.2, 0.0], [0.6, 0.0, 0.5], [-0.8, 0.3, -0.7], [0.0, -0.1, 0.0], [-0.3, -0.1, -0.3], [0.1, 0.1, 0.2], [-0.1, 0.0, 0.0], [0.0, 0.0, 0.0], [0.0, 0.0, 0.0], [0.0, 0.0, 0.0], [0.0, 0.0, -0.1], [0.0, 0.1, 0.0], [0.0, -0.1, -0.1], [0.0, 0.0, 0.0], [0.1, 0.0, 0.0], [0.0, 0.0, 0.0], [0.0, 0.0, 0.0]], "mol_weight_g_mol": 1110.180, "lumo_ha": -0.0443}

***

{"formula": "C37H58ClN4OPPdSi3", "method": "the ωB97M-V functional and the def2-TZVPD basis", "species": ["Pd", "C", "O", "Si", "C", "C", "C", "Si", "C", "C", "C", "Si", "C", "C", "C", "H", "H", "H", "H", "H", "H", "H", "H", "H", "H", "H", "H", "H", "H", "H", "H", "H", "H", "H", "H", "H", "H", "H", "H", "H", "H", "H", "Cl", "C", "C", "C", "C", "N", "C", "H", "H", "H", "H", "C", "C", "C", "C", "N", "N", "H", "H", "H", "H", "H", "H", "H", "H", "H", "H", "H", "H", "N", "P", "C", "C", "C", "C", "C", "C", "C", "C", "C", "C", "C", "C", "C", "C", "C", "C", "C", "C", "H", "H", "H", "H", "H", "H", "H", "H", "H", "H", "H", "H", "H", "H", "H"], "positions_angstrom": [[0.173, 0.558, 0.335], [2.294, 4.196, -1.189], [1.406, 3.277, -0.626], [-0.277, 3.459, -0.692], [-0.600, 4.941, 0.453], [-0.591, 4.217, -2.412], [-1.271, 2.003, -0.336], [-1.565, 0.799, -1.696], [-2.346, -0.916, -1.389], [-2.949, 1.483, -2.872], [-0.179, 0.547, -2.983], [-2.111, 1.830, 1.282], [-3.539, 3.122, 1.436], [-3.091, 0.243, 1.647], [-1.149, 2.195, 2.885], [2.091, 5.232, -0.874], [2.272, 4.171, -2.287], [3.310, 3.942, -0.869], [0.116, 5.745, 0.250], [-0.509, 4.669, 1.507], [-1.605, 5.340, 0.291], [-0.037, 5.153, -2.544], [-1.656, 4.439, -2.519], [-0.308, 3.540, -3.220], [-3.347, -0.797, -0.973], [-1.769, -1.549, -0.713], [-2.464, -1.421, -2.357], [-3.888, 1.611, -2.320], [-3.140, 0.810, -3.717], [-2.670, 2.461, -3.277], [0.784, 0.313, -2.527], [-0.054, 1.445, -3.596], [-0.461, -0.264, -3.666], [-4.268, 2.975, 0.631], [-3.161, 4.144, 1.355], [-4.064, 3.031, 2.395], [-3.894, 0.118, 0.917], [-3.559, 0.333, 2.635], [-2.445, -0.636, 1.635], [-0.813, 3.236, 2.927], [-0.276, 1.548, 2.980], [-1.817, 2.029, 3.740], [-0.448, -6.981, 2.033], [-1.520, -5.622, 1.825], [-2.864, -5.832, 1.580], [-3.667, -4.718, 1.397], [-3.088, -3.458, 1.477], [-1.795, -3.272, 1.712], [-1.014, -4.332, 1.874], [-3.260, -6.837, 1.523], [-4.723, -4.825, 1.188], [-3.672, -2.555, 1.331], [0.045, -4.148, 2.004], [0.314, -3.584, -3.843], [0.471, -4.005, -2.385], [1.474, -5.153, -2.282], [-0.879, -4.464, -1.828], [1.044, -2.848, -1.687], [1.167, -3.076, -0.261], [-0.104, -4.402, -4.436], [1.280, -3.296, -4.263], [-0.358, -2.727, -3.922], [1.139, -6.010, -2.873], [1.579, -5.470, -1.243], [2.452, -4.830, -2.649], [-1.219, -5.368, -2.344], [-1.635, -3.689, -1.946], [-0.779, -4.682, -0.765], [0.431, -2.042, -1.789], [1.046, -2.152, 0.182], [2.158, -3.246, -0.101], [1.904, -0.372, 1.045], [3.378, -0.178, 0.784], [4.443, -1.645, 1.168], [5.680, -1.913, 0.589], [6.385, -3.064, 0.924], [5.854, -3.962, 1.840], [4.615, -3.708, 2.416], [3.914, -2.559, 2.077], [3.993, 0.253, -0.905], [4.799, 1.350, -1.194], [5.131, 1.660, -2.509], [4.662, 0.873, -3.549], [3.852, -0.222, -3.270], [3.518, -0.526, -1.961], [4.165, 1.159, 1.792], [5.461, 1.164, 2.297], [5.927, 2.243, 3.040], [5.099, 3.332, 3.274], [3.802, 3.334, 2.772], [3.333, 2.251, 2.043], [6.090, -1.224, -0.141], [7.344, -3.266, 0.460], [6.399, -4.864, 2.096], [4.189, -4.413, 3.120], [2.929, -2.349, 2.483], [5.160, 1.981, -0.391], [5.746, 2.529, -2.719], [4.908, 1.122, -4.576], [3.453, -0.827, -4.077], [2.843, -1.354, -1.767], [6.115, 0.317, 2.115], [6.937, 2.233, 3.436], [5.462, 4.176, 3.850], [3.151, 4.183, 2.950], [2.322, 2.226, 1.644]], "forces_ev_per_a": [[0.3, 0.2, 0.1], [0.0, 0.0, 0.0], [0.0, 0.0, 0.0], [0.0, 0.1, 0.0], [0.0, 0.0, 0.0], [0.0, 0.0, 0.0], [-0.2, -0.4, 0.0], [-0.1, 0.1, -0.2], [0.1, 0.0, 0.0], [0.0, 0.0, 0.0], [0.0, 0.0, 0.0], [-0.1, 0.2, 0.0], [0.0, 0.0, 0.0], [0.1, 0.0, -0.1], [0.0, 0.0, 0.0], [0.0, 0.0, 0.0], [0.0, 0.0, 0.0], [0.0, 0.0, 0.0], [0.0, 0.0, 0.0], [0.0, 0.0, -0.1], [0.0, 0.0, 0.0], [0.0, 0.0, 0.0], [0.0, 0.0, 0.0], [0.0, 0.0, 0.0], [-0.1, 0.0, 0.1], [0.0, 0.0, 0.0], [0.1, 0.0, 0.0], [0.0, 0.0, 0.0], [0.0, 0.0, 0.0], [0.0, 0.0, 0.0], [0.0, 0.0, 0.0], [0.0, 0.0, 0.0], [0.0, 0.0, 0.0], [0.0, 0.0, 0.0], [0.0, 0.0, 0.0], [0.0, 0.0, 0.0], [0.0, -0.1, 0.0], [0.1, 0.0, 0.0], [0.0, 0.0, 0.0], [0.0, -0.1, 0.0], [0.0, 0.0, 0.0], [0.0, 0.0, 0.0], [0.0, 0.0, 0.0], [0.0, 0.0, 0.0], [0.0, 0.0, 0.0], [0.0, 0.0, 0.0], [0.1, 0.0, 0.0], [0.0, 0.1, 0.0], [0.0, 0.0, 0.0], [0.0, 0.0, 0.0], [0.0, 0.0, 0.0], [0.0, 0.0, 0.0], [0.0, 0.0, 0.0], [0.0, 0.0, 0.0], [0.0, 0.0, 0.0], [0.0, 0.0, 0.0], [0.0, 0.0, 0.0], [0.0, 0.0, 0.0], [0.1, 0.0, 0.1], [0.0, 0.0, 0.0], [0.0, 0.0, 0.0], [0.0, 0.0, 0.0], [0.0, 0.0, 0.0], [0.0, 0.0, 0.0], [0.0, 0.0, 0.0], [0.0, 0.0, 0.0], [0.0, 0.1, 0.0], [0.0, 0.0, 0.0], [0.0, 0.0, 0.0], [-0.1, 0.0, 0.0], [0.0, 0.0, 0.0], [-0.2, -0.7, 0.0], [0.1, 0.3, 0.0], [-0.1, 0.0, 0.0], [0.0, 0.0, 0.0], [0.0, 0.0, 0.0], [0.0, 0.0, 0.0], [0.0, 0.0, 0.0], [0.0, 0.0, 0.0], [0.0, 0.0, 0.0], [0.0, 0.0, 0.0], [0.0, 0.0, 0.0], [0.0, 0.0, 0.0], [0.0, 0.0, 0.0], [0.0, 0.0, 0.0], [0.0, 0.0, -0.1], [0.0, 0.0, 0.0], [0.0, 0.0, 0.0], [0.0, 0.0, 0.0], [0.0, 0.0, 0.0], [0.0, 0.0, 0.0], [0.0, 0.0, 0.0], [0.0, 0.0, 0.0], [0.0, 0.0, 0.0], [0.0, 0.0, 0.0], [0.0, 0.0, 0.0], [0.0, 0.0, 0.0], [0.0, 0.0, 0.0], [0.0, 0.0, 0.0], [0.0, 0.0, 0.0], [0.0, 0.0, 0.0], [0.0, 0.0, 0.0], [0.0, 0.0, 0.0], [0.0, 0.0, 0.0], [0.0, 0.0, 0.0], [0.0, 0.0, 0.0]], "total_charge": -2, "mol_weight_g_mol": 832.003, "lumo_ha": 0.1441}